Record 1
Molecular formula: C7H12O2
Method: DFT, the ωB97M-V functional and the def2-TZVPD basis

Properties
Structure (SMILES): C=C/C=C(\C)C(C)(O)O
Orbital gap, eV: 9.828
DFT total energy, eV: -11545.446
HOMO energy, Eh: -0.33075
Energy relative to the best compared isomer or geometry (same formula, charge and spin), kcal/mol: 68.2

Geometry as ORCA input:
```
! wB97M-V def2-TZVPD RIJCOSX def2/J DEFGRID3
* xyz 0 1
C -3.350 0.858 1.035
C -2.513 -0.038 0.517
C -0.799 0.056 0.820
C -0.191 -0.069 -0.304
C -0.414 -0.500 -1.702
C 1.567 0.205 0.133
C 2.341 -1.093 0.030
O 2.051 1.104 -0.836
O 1.760 0.801 1.393
H -2.986 1.753 1.536
H -4.430 0.721 1.003
H -2.902 -0.916 0.005
H -0.586 0.467 1.793
H -1.307 -0.023 -2.114
H -0.526 -1.585 -1.761
H 0.439 -0.205 -2.321
H 3.417 -0.918 0.176
H 2.014 -1.797 0.799
H 2.226 -1.554 -0.954
H 1.471 1.879 -0.792
H 2.720 0.854 1.544
*
```

Atom charges from the Löwdin analysis, given in e for atoms 1 to 6: C -0.049; C -0.119; C -0.005; C -0.194; C -0.057; C -0.555

Record 2
Molecular formula: C19H18ClF6N2O5S3Tl
Method: DFT, the ωB97M-V functional and the def2-TZVPD basis

Properties
Orbital gap (alpha / beta), eV: 5.900 / 5.108
DFT total energy, eV: -99233.910
HOMO energy (alpha / beta), Eh: -0.07805 / -0.07716
Energy relative to the best compared isomer or geometry (same formula, charge and spin), kcal/mol: 200.7

Geometry as ORCA input:
```
! wB97M-V def2-TZVPD RIJCOSX def2/J DEFGRID3
* xyz -2 1
Tl -1.044 1.461 -2.362
C -1.283 1.316 4.916
C -1.288 0.742 3.493
C -2.720 0.774 2.937
C -0.823 -0.716 3.558
C -0.396 1.563 2.564
C -0.311 2.965 2.682
C 0.454 3.747 1.830
C 1.142 3.112 0.801
S 2.181 3.732 -0.459
C 2.333 2.092 -1.094
N 1.711 1.204 -0.415
C 1.039 1.727 0.663
C 0.300 0.942 1.541
C 3.090 1.687 -2.263
C 3.883 2.410 -3.104
C 4.463 1.522 -4.077
C 4.044 0.250 -3.823
C 2.496 -0.790 -2.180
C 3.127 0.283 -2.708
H -1.845 0.651 5.577
H -1.752 2.301 4.969
H -0.264 1.401 5.301
H -3.394 0.217 3.594
H -2.757 0.317 1.946
H -3.086 1.802 2.858
H -1.421 -1.252 4.300
H 0.229 -0.785 3.844
H -0.937 -1.231 2.604
H -0.861 3.467 3.467
H 0.496 4.821 1.960
H 0.324 -0.139 1.381
H 4.061 3.475 -3.039
H 5.121 1.820 -4.880
H 4.288 -0.639 -4.383
H 2.619 -3.636 -1.497
F 4.192 -4.198 -0.386
C 3.165 -4.514 -1.184
F 3.691 -5.124 -2.281
F 2.409 -5.410 -0.562
S -1.369 -1.815 -3.530
O -1.302 -0.406 -4.115
O -1.518 -2.797 -4.615
N -2.952 -1.884 -2.828
S -3.521 -1.205 -1.611
O -3.718 0.261 -1.676
O -3.122 -1.641 -0.288
C -5.277 -1.765 -1.733
F -5.841 -1.442 -2.905
F -5.395 -3.091 -1.579
F -6.024 -1.189 -0.768
Cl 1.274 -1.457 -1.477
O 1.244 -2.173 0.844
H -0.199 -0.091 -1.456
H 1.045 -2.672 1.644
*
```

Atom charges from the Löwdin analysis, given in e for atoms 1 to 6: Tl 0.846; C -0.074; C -0.555; C -0.033; C -0.058; C -0.159

Record 3
Molecular formula: C2AuFLiO2
Method: DFT, the ωB97M-V functional and the def2-TZVPD basis

Properties
Orbital gap (alpha / beta), eV: 8.559 / 8.516
⟨S²⟩: 3.759
DFT total energy, eV: -12754.621
HOMO energy (alpha / beta), Eh: -0.70347 / -0.80163

Geometry as ORCA input:
```
! wB97M-V def2-TZVPD RIJCOSX def2/J DEFGRID3
* xyz 2 4
Li 2.028 0.571 -0.592
Au -2.218 -1.665 0.058
O -0.796 -1.480 -1.071
C -0.710 -0.689 -0.087
O 0.126 0.330 -0.159
C 0.080 1.271 0.975
F 1.490 1.662 0.876
*
```

Atom charges from the Löwdin analysis, given in e for atoms 1 to 6: Li 0.901; Au 1.373; O -0.032; C -0.478; O -0.038; C 0.325

Record 4
Molecular formula: C48H73N3O8Pb
Method: DFT, the ωB97M-V functional and the def2-TZVPD basis

Properties
Orbital gap (alpha / beta), eV: 4.839 / 4.866
DFT total energy, eV: -77058.556
HOMO energy (alpha / beta), Eh: -0.24733 / -0.24738

Geometry as ORCA input:
```
! wB97M-V def2-TZVPD RIJCOSX def2/J DEFGRID3
* xyz 0 1
Pb 0.505 -0.952 -0.559
C 2.440 1.213 3.427
N 1.878 1.665 2.183
C 2.843 2.185 1.230
C 0.595 2.303 2.306
C -0.596 1.334 2.386
N -1.178 0.817 1.136
C -1.526 1.941 0.253
C -2.456 1.703 -0.912
C -3.631 2.405 -0.937
C -4.439 2.496 -2.082
C -4.003 1.857 -3.249
C -2.838 1.134 -3.316
C -2.030 0.984 -2.106
O -1.021 0.245 -2.131
C -2.363 0.518 -4.627
C -3.332 0.801 -5.779
C -1.000 1.144 -4.992
C -2.227 -1.012 -4.499
C -5.678 3.375 -2.048
C -6.591 2.935 -0.893
C -6.486 3.313 -3.347
C -5.226 4.830 -1.833
C -2.385 0.054 1.494
C -2.148 -1.068 2.468
C -2.658 -0.996 3.733
C -2.479 -2.031 4.666
C -1.851 -3.205 4.236
C -1.361 -3.384 2.962
C -1.417 -2.249 2.043
O -0.895 -2.295 0.905
C -0.852 -4.748 2.504
C -1.830 -5.247 1.421
C -0.838 -5.764 3.650
C 0.576 -4.675 1.930
C -2.995 -1.859 6.085
C -2.369 -0.595 6.699
C -2.648 -3.044 6.990
C -4.525 -1.705 6.047
H 2.676 2.053 4.107
H 3.358 0.661 3.230
H 1.742 0.546 3.936
H 3.685 2.676 1.740
H 2.367 2.906 0.570
H 3.233 1.379 0.605
H 0.466 3.002 1.481
H 0.554 2.885 3.245
H -1.393 1.863 2.942
H -0.293 0.470 2.979
H -0.599 2.317 -0.183
H -1.986 2.734 0.865
H -3.918 2.948 -0.045
H -4.604 1.959 -4.139
H -3.446 1.872 -5.959
H -4.316 0.366 -5.590
H -2.939 0.347 -6.688
H -1.102 2.226 -5.113
H -0.640 0.721 -5.931
H -0.263 0.948 -4.217
H -3.184 -1.458 -4.221
H -1.493 -1.284 -3.749
H -1.919 -1.430 -5.459
H -6.885 1.892 -1.021
H -7.492 3.550 -0.877
H -6.099 3.033 0.075
H -6.805 2.292 -3.565
H -5.915 3.698 -4.193
H -7.378 3.931 -3.243
H -4.695 4.950 -0.888
H -6.091 5.496 -1.824
H -4.561 5.143 -2.640
H -2.800 -0.363 0.571
H -3.125 0.747 1.929
H -3.216 -0.112 4.019
H -1.773 -4.023 4.934
H -2.834 -5.358 1.838
H -1.502 -6.217 1.042
H -1.871 -4.553 0.583
H -1.836 -5.915 4.066
H -0.160 -5.451 4.448
H -0.493 -6.725 3.268
H 0.620 -4.033 1.060
H 0.904 -5.674 1.636
H 1.266 -4.288 2.685
H -1.289 -0.715 6.797
H -2.791 -0.419 7.690
H -2.562 0.285 6.086
H -1.571 -3.216 7.023
H -3.145 -3.960 6.665
H -2.983 -2.829 8.006
H -4.817 -0.797 5.519
H -4.919 -1.651 7.063
H -4.984 -2.558 5.544
C 5.376 -5.660 -4.109
O 5.002 -4.319 -3.875
C 4.508 -4.006 -2.646
C 4.555 -4.886 -1.554
C 4.005 -4.484 -0.358
C 3.390 -3.241 -0.186
C 2.777 -2.905 1.092
C 3.391 -3.512 2.343
O 1.799 -2.171 1.227
C 3.375 -2.309 -1.292
O 2.916 -1.109 -1.204
C 3.961 -2.751 -2.503
H 5.579 -5.738 -5.175
H 4.568 -6.348 -3.848
H 6.279 -5.932 -3.555
H 5.005 -5.865 -1.633
H 4.015 -5.187 0.466
H 3.139 -4.572 2.405
H 2.984 -3.015 3.221
H 4.476 -3.420 2.327
H 3.939 -2.084 -3.355
O 0.177 -2.914 -1.967
C -1.024 -3.317 -2.078
O -2.059 -2.858 -1.587
H -1.134 -4.173 -2.791
C 3.370 1.414 -3.319
N 2.820 2.760 -3.324
C 3.486 3.723 -4.181
C 1.699 3.056 -2.631
C 1.118 4.440 -2.850
O 1.160 2.282 -1.842
H 3.353 1.001 -4.331
H 2.789 0.772 -2.670
H 4.401 1.421 -2.960
H 4.509 3.392 -4.349
H 3.524 4.707 -3.717
H 2.997 3.819 -5.156
H 1.017 4.670 -3.911
H 1.753 5.197 -2.389
H 0.136 4.470 -2.386
*
```

Atom charges from the Löwdin analysis, given in e for atoms 1 to 6: Pb 1.650; C -0.100; N -0.273; C -0.075; C -0.187; C -0.162